[1]
DFT (the ωB97M-V functional and the def2-TZVPD basis) results for 5 unconnected molecules or ions with the total composition C20H25N5 at a distorted geometry.

Each line ends with the Löwdin charge.
Cartesian coordinates (Å):
1 N -3.16664 1.56103 3.11990  -0.02
2 C -4.26204 0.97342 2.51116  -0.13
3 C -3.97243 -0.37476 2.32604  -0.11
4 C -2.70541 -0.60524 2.88667  -0.12
5 C -2.30176 0.55519 3.46223  -0.15
6 H -3.24309 2.41596 3.64587  0.15
7 H -5.10824 1.53182 2.14735  0.10
8 H -4.57784 -1.06780 1.76511  0.09
9 H -2.14095 -1.52292 2.86194  0.10
10 H -1.47807 0.73750 4.13482  0.11
11 N -1.58133 2.19201 0.70020  0.02
12 C -0.32402 2.75167 0.60575  -0.13
13 C 0.37213 2.01969 -0.32067  -0.13
14 C -0.34619 0.84092 -0.62857  -0.09
15 C -1.58622 1.04181 -0.01200  -0.15
16 H -2.31256 2.47356 1.32001  0.11
17 H 0.02341 3.64925 1.08823  0.10
18 H 1.35847 2.20429 -0.72031  0.09
19 H -0.22941 -0.03521 -1.24261  0.06
20 H -2.50161 0.47301 -0.06103  0.10
21 N 3.07314 3.11453 4.94028  0.00
22 C 2.30143 3.08020 3.78078  -0.14
23 C 3.00125 3.65558 2.77695  -0.13
24 C 4.25141 4.08018 3.30106  -0.10
25 C 4.22517 3.78661 4.64713  -0.15
26 H 2.90632 2.60260 5.78295  0.14
27 H 1.34633 2.58236 3.83726  0.09
28 H 2.70711 3.81407 1.75293  0.09
29 H 4.98128 4.57996 2.68688  0.09
30 H 4.92716 3.87700 5.46284  0.10
31 N 0.70575 -3.42313 -1.21165  0.01
32 C 1.26358 -3.57404 -2.44634  -0.14
33 C 1.56360 -4.91375 -2.61849  -0.12
34 C 1.07217 -5.62945 -1.50264  -0.10
35 C 0.58094 -4.64451 -0.64022  -0.16
36 H 0.19944 -2.60582 -0.92192  0.13
37 H 1.37252 -2.78110 -3.16903  0.10
38 H 2.11958 -5.37512 -3.41988  0.09
39 H 1.28111 -6.66922 -1.32151  0.09
40 H -0.04408 -4.83427 0.21965  0.10
41 N -1.14345 -2.07069 -4.99147  0.00
42 C -0.19844 -2.02304 -5.96574  -0.16
43 C 0.41634 -0.80460 -5.91892  -0.12
44 C -0.00156 -0.16360 -4.73878  -0.10
45 C -0.99665 -0.96656 -4.18480  -0.14
46 H -1.74030 -2.84274 -4.76476  0.14
47 H -0.19700 -2.85750 -6.65329  0.11
48 H 1.21179 -0.62707 -6.62700  0.09
49 H 0.46395 0.75146 -4.41197  0.09
50 H -1.56611 -0.93356 -3.27039  0.09

Output
frontier orbital gap = 8.50 eV
highest occupied orbital energy = -7.993 eV
relative energy (zero: lowest compared OMol25 entry of this formula, charge and spin) = 70.58 kcal/mol
charge = 0
structure (SMILES) = c1cc[nH]c1.c1cc[nH]c1.c1cc[nH]c1.c1cc[nH]c1.c1cc[nH]c1
multiplicity = 1

[2]
DFT (the ωB97M-V functional and the def2-TZVPD basis) results for a gas-phase ion, C7H9N2 (charge +1) at a distorted geometry.

Each line ends with the Löwdin charge.
Cartesian coordinates (Å):
1 C -0.94936 -2.94347 0.50544  -0.20
2 C -0.58245 -2.35940 -0.70275  0.14
3 C -1.52635 -1.90193 1.39437  0.21
4 C 0.91611 -1.25450 1.09164  -0.05
5 C 0.63452 -0.37755 -0.13994  -0.21
6 C -0.74303 1.48067 -1.07171  -0.05
7 C -0.33436 0.72903 0.20909  -0.18
8 N -0.24705 -2.05365 1.38592  -0.02
9 N -0.17282 -1.28484 -1.03880  0.24
10 H -1.09767 -4.05287 0.61995  0.17
11 H 1.79985 -1.87763 1.29555  0.15
12 H 0.87352 -0.59383 2.02239  0.18
13 H 1.39114 -0.05995 -0.84008  0.16
14 H 0.00204 1.58572 -1.87204  0.10
15 H -1.03737 2.46712 -0.92281  0.06
16 H -1.64535 0.98743 -1.30568  0.07
17 H -1.18987 0.24049 0.69840  0.10
18 H 0.17202 1.32118 0.94361  0.12

Output
frontier orbital gap = 8.51 eV
highest occupied orbital energy = -14.834 eV
relative energy (zero: lowest compared OMol25 entry of this formula, charge and spin) = 166.99 kcal/mol
charge = +1
multiplicity = 1

[3]
DFT (the ωB97M-V functional and the def2-TZVPD basis) results for 2 unconnected molecules or ions with the total composition C3H8IP at a distorted geometry.

Each line ends with the Mulliken spin population.
Cartesian coordinates (Å):
1 C -0.11927 1.49543 0.50661  0.05
2 C 0.32372 -1.37682 0.67628  0.06
3 C -1.37197 -0.21915 -1.52010  0.78
4 P 0.11853 0.01956 -0.62002  0.09
5 I 3.56566 0.12318 0.03323  1.00
6 H -0.29475 2.45104 -0.13346  0.00
7 H 0.79156 1.80062 1.02390  0.00
8 H -0.86971 1.58406 1.31477  0.00
9 H 0.64680 -2.33686 0.34442  0.00
10 H -0.73058 -1.58894 1.08134  -0.01
11 H 1.22399 -1.19699 1.36720  0.00
12 H -1.85329 0.52535 -2.16296  0.02
13 H -1.43071 -1.28049 -1.91119  0.01

Output
frontier orbital gap (alpha / beta) = 8.01 / 5.48 eV
highest occupied orbital energy (alpha / beta) = -7.126 / -8.794 eV
relative energy (zero: lowest compared OMol25 entry of this formula, charge and spin) = 0.00 kcal/mol
charge = 0
multiplicity = 3

[4]
DFT (the ωB97M-V functional and the def2-TZVPD basis) results for C25H38N4O4S in the gas phase at a distorted geometry.

Each line ends with the Löwdin charge.
Cartesian coordinates (Å):
1 C -3.79559 -1.65742 2.91187  -0.07
2 H -4.84615 -1.69008 2.63133  0.07
3 H -3.25414 -1.06142 2.18200  0.06
4 H -3.70863 -1.16875 3.87808  0.07
5 C -3.22123 -3.06944 2.94862  -0.25
6 N -1.83610 -3.07723 3.39823  -0.19
7 C -1.04610 -4.10137 2.72981  -0.26
8 H -0.14512 -4.28015 3.31936  0.10
9 H -1.59547 -5.05901 2.67590  0.12
10 C -0.62426 -3.66264 1.33162  -0.07
11 H 0.03221 -4.40949 0.89192  0.07
12 H -0.09474 -2.71584 1.38452  0.05
13 H -1.48330 -3.53626 0.67736  0.07
14 C -1.74396 -3.15438 4.84756  -0.20
15 C -0.43631 -2.58277 5.40286  -0.16
16 H -0.30828 -2.93786 6.42728  0.11
17 C -0.40639 -1.05624 5.42157  -0.17
18 N -0.50007 -0.50111 4.09782  0.10
19 C -1.35549 0.47567 3.78441  -0.47
20 O -2.09171 1.03380 4.58749  0.03
21 C -1.35880 0.87508 2.33844  -0.04
22 C -2.25235 1.84119 1.99517  0.03
23 N -2.43291 2.32862 0.75230  -0.07
24 C -1.69552 1.81263 -0.28786  -0.13
25 C -1.87512 2.25115 -1.60918  0.01
26 C -1.12938 1.71003 -2.63180  -0.04
27 C -0.18594 0.72500 -2.36661  -0.24
28 C -0.00918 0.26763 -1.08594  0.02
29 C -0.74499 0.80554 -0.02715  -0.03
30 C -0.49578 0.29433 1.33200  -0.30
31 O 0.38058 -0.54136 1.54431  0.03
32 H 0.68999 -0.52672 -0.87526  0.12
33 S 0.75502 0.02656 -3.73584  0.67
34 O 1.43397 -1.14343 -3.27051  -0.27
35 O -0.16257 -0.09578 -4.83241  -0.28
36 N 1.87772 1.15967 -4.18143  -0.25
37 C 1.36306 2.33610 -4.83138  -0.09
38 H 0.47069 2.03665 -5.37555  0.08
39 H 1.11494 3.13413 -4.11962  0.09
40 H 2.09640 2.71345 -5.54546  0.10
41 C 3.17021 1.25385 -3.51839  -0.33
42 C 4.09607 0.13340 -3.99586  -0.15
43 C 5.48009 0.29353 -3.37289  -0.20
44 C 5.38513 0.29240 -1.85030  -0.20
45 C 4.45207 1.40094 -1.37323  -0.19
46 C 3.06838 1.22563 -1.99406  -0.16
47 H 2.66086 0.26199 -1.69333  0.10
48 H 2.39263 2.01318 -1.64839  0.12
49 H 4.86285 2.37325 -1.65806  0.11
50 H 4.36919 1.37733 -0.28513  0.11
51 H 6.37718 0.42760 -1.41438  0.11
52 H 4.99626 -0.67069 -1.51570  0.12
53 H 6.12785 -0.51910 -3.70584  0.11
54 H 5.92527 1.23439 -3.70797  0.11
55 H 4.16193 0.16212 -5.08488  0.12
56 H 3.65885 -0.82215 -3.70923  0.11
57 H 3.60257 2.21629 -3.82038  0.15
58 H -1.28886 2.02162 -3.65097  0.11
59 H -2.60676 3.00753 -1.84032  0.10
60 C -3.41182 3.36628 0.52469  -0.02
61 H -2.94001 4.25261 0.09638  0.10
62 H -3.86767 3.63943 1.47344  0.10
63 H -4.19527 3.01645 -0.15050  0.10
64 H -2.86996 2.25196 2.78348  0.14
65 H 0.03492 -0.92905 3.34848  0.11
66 H -1.24411 -0.65526 5.99910  0.12
67 H 0.52787 -0.72280 5.89351  0.12
68 H 0.40879 -2.94273 4.81485  0.10
69 H -1.85417 -4.19947 5.19311  0.12
70 H -2.57111 -2.58010 5.26964  0.12
71 H -3.85004 -3.71155 3.58951  0.12
72 H -3.26214 -3.48152 1.93881  0.11

Output
frontier orbital gap = 7.97 eV
highest occupied orbital energy = -8.032 eV
relative energy (zero: lowest compared OMol25 entry of this formula, charge and spin) = 4.50 kcal/mol
charge = 0
structure (SMILES) = CCN(CC)CCCNC(=O)c1cn(C)c2ccc(S(=O)(=O)N(C)C3CCCCC3)cc2c1=O
multiplicity = 1

[5]
DFT (the ωB97M-V functional and the def2-TZVPD basis) results for a molecular structure, C10H22Cl2O3PTb at a distorted geometry.

Each line ends with the Mulliken spin population.
Cartesian coordinates (Å):
1 C -0.51818 -4.78360 -4.01373  0.00
2 C -0.29674 -3.85600 -2.84525  0.00
3 H -1.59438 -4.95438 -4.15116  0.00
4 H -0.01460 -5.75233 -3.85494  0.00
5 H -0.10626 -4.34269 -4.94168  0.00
6 O -1.13680 -3.21554 -2.22612  0.00
7 Cl 1.41200 -3.72171 -2.38240  0.00
8 Tb 0.07756 -1.20061 0.25982  6.06
9 P -0.50555 1.12804 -1.34860  0.01
10 C -1.82241 2.39342 -1.41275  0.00
11 C 0.94725 2.23055 -1.28440  0.00
12 H 0.38531 -0.10748 -3.22644  0.00
13 H -0.32614 1.45490 -3.74897  0.00
14 H -1.40412 0.08224 -3.35281  0.00
15 C -0.45958 0.58532 -3.08700  0.00
16 H 1.86334 1.62605 -1.36163  0.00
17 H 0.91216 2.95475 -2.11247  0.00
18 H -1.60241 3.10353 -2.23182  0.00
19 H -1.84772 2.95892 -0.46606  0.00
20 H 0.95921 2.79288 -0.33904  0.00
21 H -2.80485 1.93022 -1.60724  0.00
22 C -2.26311 -0.10530 0.36332  0.00
23 O -3.23575 0.33712 0.81346  0.00
24 Cl 2.54204 -0.92385 -0.11034  -0.01
25 C 2.07254 -0.18133 3.63618  0.00
26 C 0.82111 -0.80569 3.04372  -0.02
27 O 0.26996 0.08452 2.02139  -0.03
28 C 0.33602 1.51503 2.41405  0.01
29 C -0.45212 1.83824 3.67352  0.00
30 H 2.86190 -0.04982 2.89555  0.00
31 H 2.47584 -0.81226 4.43034  0.00
32 H 1.85713 0.79297 4.09183  0.00
33 H 1.08131 -1.79680 2.63764  0.00
34 H 0.05276 -0.91670 3.80653  0.00
35 H 1.40863 1.77292 2.53580  0.00
36 H 0.00191 2.09586 1.55827  0.00
37 H 0.05916 1.53823 4.56897  0.00
38 H -0.56321 2.92286 3.70433  0.00
39 H -1.44320 1.38756 3.65012  0.00

Output
frontier orbital gap (alpha / beta) = 8.79 / 9.07 eV
highest occupied orbital energy (alpha / beta) = -16.799 / -16.749 eV
relative energy (zero: lowest compared OMol25 entry of this formula, charge and spin) = 20.41 kcal/mol
charge = +2
multiplicity = 7

[6]
DFT (the ωB97M-V functional and the def2-TZVPD basis) results for 2 unconnected molecules or ions with the total composition C4H13NO3 at a distorted geometry.

Each line ends with the Löwdin charge.
Cartesian coordinates (Å):
1 C -1.51373 1.10679 1.07655  -0.22
2 O -1.75020 0.67045 2.44234  -0.09
3 C -0.49078 0.10412 0.49127  -0.34
4 C -0.02167 0.71006 -0.88719  -0.17
5 C 0.14517 -0.30950 -1.94806  -0.19
6 O 1.44205 -1.07070 -1.85142  -0.12
7 N -1.12671 -1.23227 0.49415  0.03
8 H -2.55625 1.11748 0.78061  0.12
9 H -1.07341 2.13944 0.94954  0.13
10 H -0.92249 0.87166 2.89566  0.08
11 H 0.37813 0.08034 1.16854  0.13
12 H 0.87927 1.27558 -0.61110  0.11
13 H -0.76337 1.44611 -1.21081  0.11
14 H 0.07615 -0.03258 -3.00618  0.12
15 H -0.54817 -1.16282 -1.67952  0.11
16 H 1.35026 -1.78729 -1.20687  0.09
17 H -2.13319 -1.36413 0.40870  0.08
18 H -0.97570 -1.69836 1.38502  0.07
19 H 3.75450 0.18220 0.06094  0.03
20 H 2.43310 -0.30830 -0.76982  0.02
21 O 2.79475 0.18757 0.04842  -0.11

Output
frontier orbital gap = 10.13 eV
highest occupied orbital energy = -9.278 eV
relative energy (zero: lowest compared OMol25 entry of this formula, charge and spin) = 54.26 kcal/mol
charge = 0
structure (SMILES) = N[C@H](CO)CCO.O
multiplicity = 1